Entry 1:
Molecular formula: C19H17Cl5O4PdS
Method: DFT, ωB97M-V/def2-TZVPD

The energy relative to the best compared isomer or geometry (same formula, charge and spin) comes out at 93.31 kJ/mol. As for the LUMO energy: 4.35 eV. The total energy comes out at -105094.1858 eV.

Structure (ORCA input):
```
! wB97M-V def2-TZVPD RIJCOSX def2/J DEFGRID3
* xyz -2 1
Pd -0.03524 0.24307 1.05035
Cl 2.71467 0.12500 0.82179
C 2.50418 0.11811 2.53499
C 1.17258 0.02356 2.99407
C 1.06052 0.01160 4.38442
Cl -0.51190 -0.20206 5.10151
C 2.12855 0.13502 5.26363
Cl 1.89171 0.19716 6.98614
C 3.41701 0.22120 4.75927
Cl 4.76987 0.35411 5.83311
C 3.60196 0.19118 3.37931
Cl 5.21819 0.25617 2.76003
C 2.06360 -3.76720 -4.53751
O 2.10131 -2.44023 -4.97233
C 1.56756 -1.47858 -4.10707
C 1.74627 -0.15018 -4.50072
C 1.23509 0.84570 -3.69062
C 0.61078 0.58040 -2.48417
C 0.12469 1.70252 -1.66447
C -0.92830 2.59071 -2.33082
O 0.49792 1.95486 -0.53071
C 0.43691 -0.78116 -2.03266
O -0.15128 -1.12916 -0.97941
C 0.90949 -1.77890 -2.94507
H 2.63707 -4.34341 -5.26898
H 1.03453 -4.15212 -4.50291
H 2.51341 -3.88357 -3.54302
H 2.29091 0.08249 -5.40301
H 1.38009 1.88171 -3.98002
H -1.10080 2.30807 -3.36672
H -0.62095 3.63538 -2.27869
H -1.85451 2.48990 -1.76360
H 0.75137 -2.79731 -2.62304
O -3.17633 2.48449 0.30844
S -2.11419 1.52649 0.72936
C -2.80631 -0.13379 0.38576
C -4.01402 -0.31951 1.29296
C -3.87616 0.64073 2.48935
C -2.45749 1.15834 2.48984
H -1.96849 -0.80393 0.63191
H -3.04070 -0.21645 -0.67347
H -4.08019 -1.35649 1.63193
H -4.92928 -0.08905 0.74148
H -4.13603 0.15654 3.43394
H -4.54810 1.48761 2.33952
H -1.71853 0.38229 2.72506
H -2.31145 2.03870 3.11083
*
```

Charges in e, computed with natural (NBO), in the same order as the atoms: atom 1 (Pd): 0.064, atom 2 (Cl): 0.034, atom 3 (C): -0.099, atom 4 (C): -0.359, atom 5 (C): -0.014, atom 6 (Cl): -0.060, atom 7 (C): -0.135, atom 8 (Cl): -0.027, atom 9 (C): -0.125, atom 10 (Cl): -0.017, atom 11 (C): -0.103, atom 12 (Cl): -0.016, atom 13 (C): -0.243, atom 14 (O): -0.524, atom 15 (C): 0.295, atom 16 (C): -0.397, atom 17 (C): -0.146, atom 18 (C): -0.331, atom 19 (C): 0.604, atom 20 (C): -0.735, atom 21 (O): -0.572, atom 22 (C): 0.441, atom 23 (O): -0.760, atom 24 (C): -0.396, atom 25 (H): 0.169, atom 26 (H): 0.164, atom 27 (H): 0.178, atom 28 (H): 0.194, atom 29 (H): 0.187, atom 30 (H): 0.201, atom 31 (H): 0.211, atom 32 (H): 0.262, atom 33 (H): 0.200, atom 34 (O): -1.071, atom 35 (S): 1.255, atom 36 (C): -0.618, atom 37 (C): -0.417, atom 38 (C): -0.423, atom 39 (C): -0.617, atom 40 (H): 0.256, atom 41 (H): 0.224, atom 42 (H): 0.195, atom 43 (H): 0.195, atom 44 (H): 0.193, atom 45 (H): 0.206, atom 46 (H): 0.259, atom 47 (H): 0.219

Entry 2:
Molecular formula: C19H17ClF2N4O3
Method: DFT, ωB97M-V/def2-TZVPD

The energy relative to the best compared isomer or geometry (same formula, charge and spin) comes out at 228.51 kJ/mol. As for the LUMO energy: -0.11 eV. The total energy comes out at -50035.2249 eV.

Structure (ORCA input):
```
! wB97M-V def2-TZVPD RIJCOSX def2/J DEFGRID3
* xyz 0 1
C 6.79174 -2.09790 -1.63310
O 6.14997 -1.27450 -2.70872
C 4.95260 -0.56563 -2.28755
C 3.76957 -1.40266 -2.82106
O 2.63343 -0.47326 -3.07193
C 1.91454 -0.20708 -1.88632
N 2.20293 -0.43026 -0.60413
C 1.00751 -0.24365 -0.01011
C 1.09043 -0.06636 1.56377
C 2.39268 -0.15887 2.23062
C 2.39634 -0.18662 3.61786
C 1.21745 -0.20850 4.42232
F 1.34634 -0.43026 5.76476
C 0.00702 -0.18447 3.82490
F -1.07681 -0.06192 4.54788
C -0.11483 -0.14356 2.41432
N 0.04278 -0.11507 -0.98960
C -1.31274 0.12245 -0.78887
C -1.65433 1.32226 -0.11963
C -2.97058 1.64119 0.06911
C -4.07951 0.77990 -0.38329
N -5.42728 0.88726 0.08369
C -6.02990 2.13367 0.16216
O -5.37266 3.09514 -0.18625
C -7.54183 2.29663 0.43177
Cl -8.20020 1.13025 1.71429
C -3.70994 -0.34099 -1.17320
C -2.40429 -0.58098 -1.46194
N 0.62598 -0.06154 -2.17871
H 7.03462 -3.04329 -2.14866
H 7.74400 -1.62959 -1.35955
H 6.24113 -2.38969 -0.86066
H 4.79793 -0.59986 -1.18621
H 5.07574 0.48892 -2.57124
H 3.48689 -2.19574 -2.13982
H 3.97005 -1.75463 -3.82994
H 3.38496 -0.16129 1.82151
H 3.26444 -0.35183 4.21407
H -1.12195 -0.34298 2.01067
H -0.87416 1.98561 0.36611
H -3.11133 2.56062 0.68193
H -6.07212 0.02304 0.07733
H -7.70608 3.38776 0.66165
H -8.06507 2.18851 -0.53001
H -4.48894 -0.90991 -1.61690
H -2.20650 -1.43035 -2.13332
*
```

Charges in e, computed with natural (NBO), in the same order as the atoms: atom 1 (C): -0.249, atom 2 (O): -0.557, atom 3 (C): -0.098, atom 4 (C): -0.085, atom 5 (O): -0.492, atom 6 (C): 0.560, atom 7 (N): -0.531, atom 8 (C): 0.346, atom 9 (C): -0.054, atom 10 (C): -0.184, atom 11 (C): -0.253, atom 12 (C): 0.331, atom 13 (F): -0.311, atom 14 (C): 0.316, atom 15 (F): -0.294, atom 16 (C): -0.250, atom 17 (N): -0.204, atom 18 (C): 0.180, atom 19 (C): -0.216, atom 20 (C): -0.220, atom 21 (C): 0.185, atom 22 (N): -0.632, atom 23 (C): 0.657, atom 24 (O): -0.580, atom 25 (C): -0.449, atom 26 (Cl): -0.069, atom 27 (C): -0.245, atom 28 (C): -0.199, atom 29 (N): -0.289, atom 30 (H): 0.183, atom 31 (H): 0.182, atom 32 (H): 0.170, atom 33 (H): 0.178, atom 34 (H): 0.202, atom 35 (H): 0.186, atom 36 (H): 0.205, atom 37 (H): 0.246, atom 38 (H): 0.230, atom 39 (H): 0.246, atom 40 (H): 0.238, atom 41 (H): 0.244, atom 42 (H): 0.423, atom 43 (H): 0.259, atom 44 (H): 0.243, atom 45 (H): 0.217, atom 46 (H): 0.234

Entry 3:
Molecular formula: C19H17ClIIrN5OS
Method: DFT, ωB97M-V/def2-TZVPD

The energy relative to the best compared isomer or geometry (same formula, charge and spin) comes out at 0.00 kJ/mol. As for the LUMO energy (alpha / beta): -7.58 / -9.78 eV. The total energy comes out at -63759.2472 eV. As for the expectation value of S²: 0.77.

Structure (ORCA input):
```
! wB97M-V def2-TZVPD RIJCOSX def2/J DEFGRID3
* xyz 2 2
Ir -1.23153 -0.68427 -0.46564
C 2.24471 -3.11119 3.90807
C 2.24867 -3.28911 2.39883
N 0.88460 -3.33895 1.84661
C 0.21239 -2.26917 1.47955
S -1.47244 -2.48428 0.90410
N 0.71590 -1.05343 1.56273
N -0.16782 -0.14361 1.06708
C -0.44449 0.97754 1.64966
C 0.33734 1.50075 2.79623
C -1.72107 1.56655 1.20114
C -2.25398 2.72874 1.71561
C -3.55455 3.08397 1.36405
C -4.27827 2.26003 0.52254
C -3.67902 1.11002 0.02600
N -2.43128 0.77634 0.35144
H 3.27021 -3.04564 4.26895
H 1.76539 -3.95381 4.40515
H 1.72565 -2.19548 4.19199
H 2.73459 -4.21782 2.10620
H 2.76589 -2.46993 1.90239
H 0.41493 -4.23058 1.80571
H 1.29245 0.98954 2.86876
H -0.21394 1.35023 3.72811
H 0.50358 2.57160 2.67470
H -1.67363 3.34203 2.39016
H -3.99545 3.98981 1.75770
H -5.29562 2.49323 0.24266
H -4.19675 0.44268 -0.65049
Cl 3.16986 1.11238 -5.40340
C 2.26571 0.24834 -4.22520
C 2.59566 -1.04363 -3.91773
C 1.86138 -1.78367 -2.96642
I 2.36364 -3.74199 -2.54969
C 0.79840 -1.20440 -2.31108
O 0.02035 -1.85945 -1.43198
C 0.47836 0.12637 -2.60432
N -0.58738 0.64701 -1.91058
C -1.00597 1.87941 -2.18956
C -0.38024 2.67113 -3.14509
C 0.71207 2.18012 -3.82718
C 1.17254 0.87955 -3.57245
H 3.43044 -1.50878 -4.42408
H -1.85826 2.25010 -1.63744
H -0.75930 3.66422 -3.33655
H 1.21627 2.78750 -4.56726
*
```

Charges in e, computed with natural (NBO), in the same order as the atoms: atom 1 (Ir): 1.093, atom 2 (C): -0.620, atom 3 (C): -0.226, atom 4 (N): -0.524, atom 5 (C): 0.300, atom 6 (S): 0.276, atom 7 (N): -0.370, atom 8 (N): -0.147, atom 9 (C): 0.321, atom 10 (C): -0.686, atom 11 (C): 0.127, atom 12 (C): -0.178, atom 13 (C): -0.107, atom 14 (C): -0.206, atom 15 (C): 0.079, atom 16 (N): -0.444, atom 17 (H): 0.244, atom 18 (H): 0.225, atom 19 (H): 0.211, atom 20 (H): 0.229, atom 21 (H): 0.225, atom 22 (H): 0.430, atom 23 (H): 0.278, atom 24 (H): 0.272, atom 25 (H): 0.259, atom 26 (H): 0.258, atom 27 (H): 0.263, atom 28 (H): 0.268, atom 29 (H): 0.241, atom 30 (Cl): 0.095, atom 31 (C): -0.021, atom 32 (C): -0.226, atom 33 (C): -0.183, atom 34 (I): 0.291, atom 35 (C): 0.298, atom 36 (O): -0.672, atom 37 (C): 0.079, atom 38 (N): -0.503, atom 39 (C): 0.103, atom 40 (C): -0.261, atom 41 (C): -0.061, atom 42 (C): -0.037, atom 43 (H): 0.266, atom 44 (H): 0.214, atom 45 (H): 0.259, atom 46 (H): 0.263

Entry 4:
Molecular formula: C19H17ClN4O3S
Method: DFT, ωB97M-V/def2-TZVPD

The energy relative to the best compared isomer or geometry (same formula, charge and spin) comes out at 0.00 kJ/mol. As for the LUMO energy: 0.46 eV. The total energy comes out at -55439.9711 eV.

Structure (ORCA input):
```
! wB97M-V def2-TZVPD RIJCOSX def2/J DEFGRID3
* xyz 0 1
C 3.30097 5.24496 0.26085
O 2.21971 4.75186 -0.49490
C 1.77230 3.49535 -0.25403
C 0.68997 3.07496 -1.03229
C 0.15824 1.81499 -0.87608
C 0.70338 0.94941 0.06725
N 0.16385 -0.34037 0.24154
C -1.13100 -0.64905 0.55461
S -2.38569 0.54038 0.69232
C -3.75105 -0.57055 1.14615
C -4.18627 -1.43876 -0.03178
C -5.41022 -2.30865 0.32527
N -6.45111 -1.60237 -0.37373
C -5.95810 -0.69899 -1.26805
O -6.58206 -0.05683 -2.05943
O -4.61632 -0.61949 -1.10870
N -1.26396 -1.93583 0.75443
N -0.06337 -2.49672 0.57897
C 0.80074 -1.56328 0.27322
C 2.19799 -1.81347 -0.02395
C 2.81032 -2.92242 0.56120
C 4.13405 -3.21228 0.30103
C 4.85450 -2.39203 -0.55516
Cl 6.51513 -2.74103 -0.87699
C 4.25524 -1.29972 -1.16308
C 2.92938 -1.01351 -0.90016
C 1.77198 1.36019 0.85088
C 2.30894 2.62424 0.69069
H 3.06191 5.27956 1.32828
H 3.47458 6.25667 -0.10160
H 4.20440 4.64626 0.10782
H 0.28335 3.76072 -1.75749
H -0.67485 1.49640 -1.48290
H -3.40934 -1.19771 1.96761
H -4.56198 0.08513 1.46279
H -3.33254 -2.03512 -0.36734
H -5.59280 -2.32763 1.40306
H -5.29511 -3.33744 -0.03518
H -7.39395 -1.94102 -0.44086
H 2.22686 -3.54838 1.21735
H 4.60889 -4.06683 0.75655
H 4.82160 -0.68157 -1.84174
H 2.46346 -0.17444 -1.39369
H 2.18805 0.68703 1.58568
H 3.13994 2.91737 1.31154
*
```

Charges in e, computed with natural (NBO), in the same order as the atoms: atom 1 (C): -0.254, atom 2 (O): -0.486, atom 3 (C): 0.309, atom 4 (C): -0.247, atom 5 (C): -0.188, atom 6 (C): 0.084, atom 7 (N): -0.381, atom 8 (C): 0.177, atom 9 (S): 0.293, atom 10 (C): -0.536, atom 11 (C): 0.060, atom 12 (C): -0.232, atom 13 (N): -0.649, atom 14 (C): 0.877, atom 15 (O): -0.607, atom 16 (O): -0.492, atom 17 (N): -0.342, atom 18 (N): -0.267, atom 19 (C): 0.312, atom 20 (C): -0.112, atom 21 (C): -0.159, atom 22 (C): -0.233, atom 23 (C): -0.022, atom 24 (Cl): 0.009, atom 25 (C): -0.253, atom 26 (C): -0.129, atom 27 (C): -0.203, atom 28 (C): -0.252, atom 29 (H): 0.179, atom 30 (H): 0.205, atom 31 (H): 0.178, atom 32 (H): 0.233, atom 33 (H): 0.238, atom 34 (H): 0.249, atom 35 (H): 0.237, atom 36 (H): 0.231, atom 37 (H): 0.197, atom 38 (H): 0.197, atom 39 (H): 0.415, atom 40 (H): 0.240, atom 41 (H): 0.230, atom 42 (H): 0.229, atom 43 (H): 0.218, atom 44 (H): 0.230, atom 45 (H): 0.218

Entry 5:
Molecular formula: C19H17F5FeN2O
Method: DFT, ωB97M-V/def2-TZVPD

The energy relative to the best compared isomer or geometry (same formula, charge and spin) comes out at 411.86 kJ/mol. As for the LUMO energy (alpha / beta): -0.42 / -2.77 eV. The total energy comes out at -72974.6103 eV. As for the expectation value of S²: 6.23.

Structure (ORCA input):
```
! wB97M-V def2-TZVPD RIJCOSX def2/J DEFGRID3
* xyz 0 5
C -2.45896 -0.69157 0.70338
C -2.47183 0.18738 -3.03301
H -2.73644 -1.77006 0.81254
H -3.42766 -0.12953 0.71132
H -1.88028 -0.30225 1.56809
H -1.92870 0.92606 -3.64544
H -2.63940 -0.73936 -3.64189
H -3.51616 0.59442 -2.88302
C -0.23909 -2.63495 -0.21282
C 0.64081 -3.71794 -0.27412
C 1.68264 -3.69893 -1.20587
C 1.80444 -2.54426 -1.97358
H -0.98212 -2.59221 0.57247
H 0.49295 -4.55105 0.42569
H 2.40556 -4.52170 -1.28635
H 2.64969 -2.44621 -2.65036
N -0.23354 -1.61225 -1.08150
C 0.89246 -1.48017 -1.85734
C 1.20582 -0.12477 -2.33340
N 0.37706 0.87014 -1.93707
C 0.77968 2.12903 -2.05331
C 2.83170 1.50667 -3.14971
C 1.99858 2.51446 -2.64972
H 0.11178 2.88437 -1.65640
H 2.26010 3.57553 -2.72029
C 2.42892 0.17650 -2.99794
H 3.07337 -0.64297 -3.32535
H 3.79745 1.73390 -3.62394
Fe -1.89814 -0.21812 -1.16157
C -1.82743 1.65480 -0.38387
H -1.83003 2.39968 -1.18415
H -0.91629 1.81369 0.21980
H -2.68856 1.81917 0.26754
F -0.21385 1.68150 6.52848
C -0.01729 1.25088 5.26968
C 0.59956 2.08447 4.33270
F 1.02788 3.30877 4.71049
C 0.79378 1.65225 3.03848
F 1.35793 2.47365 2.13371
C 0.38813 0.33636 2.58695
O 0.53950 -0.05190 1.41239
C -0.22218 -0.48306 3.61750
F -0.56919 -1.74907 3.29198
C -0.43350 -0.03178 4.90161
F -1.00918 -0.83957 5.81728
*
```

Charges in e, computed with natural (NBO), in the same order as the atoms: atom 1 (C): -1.073, atom 2 (C): -1.210, atom 3 (H): 0.180, atom 4 (H): 0.200, atom 5 (H): 0.188, atom 6 (H): 0.210, atom 7 (H): 0.199, atom 8 (H): 0.199, atom 9 (C): 0.091, atom 10 (C): -0.260, atom 11 (C): -0.151, atom 12 (C): -0.230, atom 13 (H): 0.229, atom 14 (H): 0.228, atom 15 (H): 0.227, atom 16 (H): 0.217, atom 17 (N): -0.499, atom 18 (C): 0.188, atom 19 (C): 0.163, atom 20 (N): -0.417, atom 21 (C): 0.061, atom 22 (C): -0.175, atom 23 (C): -0.243, atom 24 (H): 0.210, atom 25 (H): 0.226, atom 26 (C): -0.217, atom 27 (H): 0.212, atom 28 (H): 0.224, atom 29 (Fe): 1.320, atom 30 (C): -0.855, atom 31 (H): 0.184, atom 32 (H): 0.187, atom 33 (H): 0.182, atom 34 (F): -0.266, atom 35 (C): 0.354, atom 36 (C): 0.233, atom 37 (F): -0.280, atom 38 (C): 0.378, atom 39 (F): -0.279, atom 40 (C): 0.254, atom 41 (O): -0.424, atom 42 (C): 0.340, atom 43 (F): -0.277, atom 44 (C): 0.248, atom 45 (F): -0.278